{
  "formula": "C4H5NO",
  "method": "ωB97M-V/def2-TZVPD",
  "orbital_gap_ev": [7.7, 7.7],
  "lumo_energy_ev": [-0.4, -0.4],
  "de_lowest_kcal_mol": 102.09,
  "homo_ev": [-8.1, -8.1],
  "species": ["O", "C", "N", "C", "C", "H", "H", "H", "H", "C", "H"],
  "xyz": [[-0.0287, -1.9231, 1.8230], [-1.0322, 0.3531, -0.7851], [-0.9302, -0.6800, 0.0488], [1.4177, 0.8374, 0.0862], [1.2062, 0.0271, 1.0840], [-1.3318, 0.1698, -1.8190], [-1.0889, -1.5919, -0.3802], [-1.1860, 1.3490, -0.3743], [2.1131, 1.6741, 0.0096], [0.1460, -0.9379, 1.1573], [0.7148, 0.7223, -0.8503]],
  "atomic_forces_ev_per_a": [[0.0, 0.8, -0.7], [0.0, -0.3, 0.5], [0.0, 0.2, -0.4], [-0.2, -0.3, 0.4], [-0.1, 0.3, -0.5], [0.2, 0.0, 0.3], [0.1, 0.2, 0.1], [0.1, -0.2, -0.1], [-0.2, -0.2, 0.0], [0.0, -0.4, 0.3], [0.1, 0.0, 0.1]],
  "nbo_charge": [-0.52, -0.12, -0.57, -0.39, -0.20, 0.21, 0.41, 0.21, 0.23, 0.60, 0.15]
}